Record 1
ORCA calculation (ωB97M-V/def2-TZVPD) on one molecule with the formula H9OPSi3.

Element x y z (Å)
O  -0.69188  1.24403  -0.36366
Si  -1.08592  -0.08387  0.54737
Si  1.86160  -2.25077  0.23344
Si  -0.94333  2.63281  -1.25449
P  0.04291  -1.93398  1.49250
H  -2.03759  -0.78993  -0.31395
H  0.70656  -1.18850  2.45509
H  -1.63150  0.53145  1.75893
H  1.66537  -3.51993  -0.46720
H  3.03724  -2.33424  1.10174
H  2.08112  -1.17939  -0.74109
H  -1.84542  3.49452  -0.49748
H  -1.55237  2.19775  -2.51166
H  0.39321  3.18005  -1.43954

Output
Total charge   0
Lowest unoccupied orbital energy (alpha / beta)   0.6 / -3.5 eV
Gap between HOMO and LUMO (alpha / beta)   5.46 / 6.82 eV
<S²>   2.00
HOMO (alpha / beta)   -4.89 / -10.30 eV
2S+1   3

Atomic partial charges in e from the Löwdin method, atoms 1 to 4: atom 1 (O): -0.640, atom 2 (Si): 0.223, atom 3 (Si): 0.336, atom 4 (Si): 0.513

Record 2
ORCA calculation (ωB97M-V/def2-TZVPD) on a 3-piece molecular cluster, C18H41F3N2O7P overall.

Element x y z (Å)
O  2.97460  7.31782  5.08890
C  3.96750  6.23970  4.96866
C  4.33598  5.80721  3.43827
O  4.23096  4.36624  3.38635
P  2.72875  4.12046  4.30118
C  1.15594  3.87184  5.34924
C  0.33664  5.19977  5.67556
C  -0.18957  5.99108  4.42015
F  -0.15482  7.40488  4.48640
C  -0.65761  5.45554  3.22302
F  -0.22367  4.29836  2.60659
F  -1.71956  6.14135  2.58960
O  3.28537  5.15561  5.61597
H  3.23523  7.97951  4.42045
H  4.84976  6.62176  5.57470
H  3.83333  6.41136  2.62061
H  5.43091  6.09830  3.32069
H  3.45428  2.96190  4.81975
H  2.20111  3.18117  3.30670
H  2.23958  5.18362  3.45788
H  1.50383  3.45990  6.36015
H  0.44746  3.10317  4.91207
H  -0.59982  4.86789  6.25021
H  0.87786  5.90071  6.39367
C  -2.09014  -2.53986  -0.42697
O  -2.43971  -1.17543  -0.59177
C  -3.43698  -0.73829  0.33219
C  -2.85265  0.29377  1.29270
N  -1.91356  -0.32998  2.22326
C  -1.14679  0.63646  3.01672
C  -0.15981  1.53792  2.26455
O  0.93735  0.83363  1.69292
C  0.69907  0.32407  0.39380
H  -1.40367  -2.81287  -1.23066
H  -1.58220  -2.69827  0.52861
H  -2.97639  -3.17980  -0.49195
H  -3.88891  -1.57572  0.87624
H  -4.22596  -0.25953  -0.25707
H  -3.66535  0.75764  1.86027
H  -2.36159  1.06895  0.69473
H  -1.26065  -0.90104  1.69919
H  -0.57671  0.05507  3.74799
H  -1.84219  1.26137  3.58753
H  0.27693  2.21818  2.99806
H  -0.64993  2.17410  1.52055
H  0.00741  0.94748  -0.17976
H  0.32589  -0.70261  0.45037
H  1.65361  0.29268  -0.13613
C  -2.52545  -3.63917  -4.07010
O  -1.29482  -4.22687  -3.67661
C  -1.36754  -5.64645  -3.55232
C  -0.49631  -6.31382  -4.61255
N  -1.07788  -6.15343  -5.94506
C  -0.18237  -6.56587  -7.02699
C  1.09577  -5.74204  -7.23288
O  0.85644  -4.41048  -7.67026
C  0.64404  -3.47330  -6.62514
H  -2.40693  -2.55491  -4.04203
H  -2.78763  -3.93091  -5.09139
H  -3.32870  -3.92012  -3.38228
H  -2.39978  -6.01145  -3.59879
H  -0.96956  -5.89875  -2.56430
H  -0.40729  -7.38078  -4.38601
H  0.50091  -5.86400  -4.55894
H  -1.31834  -5.17876  -6.08445
H  -0.76613  -6.51282  -7.95127
H  0.08608  -7.61858  -6.88671
H  1.66075  -6.22040  -8.03969
H  1.75366  -5.75608  -6.35721
H  1.19578  -3.72789  -5.71662
H  -0.42279  -3.38307  -6.40745
H  0.98695  -2.49711  -6.97310

Output
Total charge   -1
Lowest unoccupied orbital energy   2.1 eV
Gap between HOMO and LUMO   6.09 eV
HOMO   -4.03 eV

Atomic partial charges in e from the Löwdin method, atoms 1 to 4: atom 1 (O): -0.081, atom 2 (C): -0.390, atom 3 (C): -0.270, atom 4 (O): -0.383

Record 3
ORCA calculation (ωB97M-V/def2-TZVPD) on a 6-piece molecular cluster, C5H24N2O6 overall.

Element x y z (Å)
C  1.15304  0.31427  1.89075
N  -0.19170  -0.07240  2.32751
C  -0.92880  -0.70669  1.22552
C  -1.51483  0.42287  0.20688
C  -2.74537  0.15400  -0.52223
N  -0.40824  0.63100  -0.91641
C  -0.00160  1.96465  -0.97324
O  -0.86233  2.80878  -1.82398
H  1.04967  1.28180  1.34884
H  1.64325  -0.21590  1.21722
H  1.86741  0.62850  2.70094
H  -0.12954  -0.68334  3.08053
H  -1.87636  -1.15618  1.74547
H  -0.36969  -1.40034  0.68830
H  -1.59039  1.23599  1.00727
H  -2.80590  -0.36432  -1.47345
H  -3.40734  -0.55685  0.05516
H  -3.33149  1.16003  -0.56661
H  -0.73997  0.40924  -1.75260
H  0.85101  1.99769  -1.70891
H  0.04351  2.42357  0.18346
H  -1.72438  2.90466  -1.85274
O  -1.23740  2.85537  2.45782
H  -1.22987  2.33094  3.26843
H  -0.72344  2.35523  1.82922
O  3.57054  -1.93303  -0.46127
H  3.69187  -0.95806  -0.50432
H  2.60924  -2.07101  -0.69144
O  -0.43412  -4.29880  -1.06326
H  -0.78513  -3.67901  -0.43677
H  0.44544  -4.27351  -0.78412
O  2.80546  1.13664  -1.30578
H  3.32570  1.28320  -2.02342
H  2.31272  0.28937  -1.39388
O  0.89153  -1.92291  -1.66225
H  0.71514  -2.65603  -2.13627
H  0.06235  -1.63939  -1.18037

Output
Total charge   0
Lowest unoccupied orbital energy   0.2 eV
Gap between HOMO and LUMO   9.71 eV
HOMO   -9.53 eV
SMILES string   CNC[C@H](C)NCO.O.O.O.O.O

Atomic partial charges in e from the Löwdin method, atoms 1 to 4: atom 1 (C): -0.096, atom 2 (N): -0.100, atom 3 (C): -0.164, atom 4 (C): -0.305

Record 4
ORCA calculation (ωB97M-V/def2-TZVPD) on C23H26N5O2S3Ti as an isolated structure.

Element x y z (Å)
Ti  0.81062  0.99897  -0.54653
O  3.88623  0.40395  2.15101
C  3.09717  0.47873  1.19999
N  1.83306  0.87766  1.21500
C  1.28468  1.49113  2.39856
C  0.04149  2.28188  2.03995
C  -0.54437  3.15161  2.94680
C  -1.65916  3.87511  2.56143
C  -2.16256  3.72106  1.27884
C  -1.53820  2.83192  0.42851
N  -0.47179  2.12073  0.81347
C  3.55666  0.06480  -0.18453
C  4.84042  -0.41964  -0.38784
C  5.22283  -0.76869  -1.66878
C  4.31620  -0.62149  -2.71433
C  3.05401  -0.14033  -2.43695
N  2.68539  0.18355  -1.19484
H  1.01475  0.74307  3.15732
H  2.01648  2.16019  2.86395
H  -0.11398  3.26256  3.93296
H  -2.12530  4.56507  3.25331
H  -3.01382  4.28561  0.92794
H  -1.87068  2.67284  -0.58957
H  5.49413  -0.49623  0.46916
H  6.21993  -1.14485  -1.85959
H  4.58186  -0.86708  -3.73268
H  2.30694  0.01563  -3.20478
N  1.70352  -2.29780  0.97328
C  0.61166  -3.22846  1.22931
C  -0.25370  -2.68483  2.36444
N  -0.91109  -1.41473  2.09299
H  2.28897  -2.59290  0.20228
H  2.30053  -2.19853  1.78795
H  0.94730  -4.24548  1.48664
H  0.00127  -3.29516  0.32336
H  0.38086  -2.56744  3.25173
H  -1.02201  -3.41919  2.61996
H  -1.55414  -1.53460  1.31521
H  -0.22559  -0.74628  1.74789
S  0.16137  4.97731  -2.63393
C  0.69698  3.51784  -2.09916
S  1.86219  3.28362  -0.83760
S  0.07740  1.98314  -2.68053
C  -0.65066  -2.04445  -2.59995
C  -1.19308  -1.11923  -1.55548
O  -0.31262  -0.38460  -0.90156
C  -2.56915  -0.98214  -1.26649
C  -3.55998  -1.60587  -2.07526
C  -4.90441  -1.44718  -1.81697
C  -5.35434  -0.68007  -0.74146
C  -4.40229  -0.06825  0.06796
C  -3.04955  -0.20336  -0.17928
H  0.43049  -2.13033  -2.47014
H  -0.82995  -1.69292  -3.62695
H  -1.08218  -3.04903  -2.52932
H  -3.25148  -2.19436  -2.93069
H  -5.62527  -1.91913  -2.47653
H  -6.41211  -0.56302  -0.54520
H  -4.72150  0.53194  0.91392
H  -2.34043  0.28771  0.47178

Output
Total charge   -1
Lowest unoccupied orbital energy (alpha / beta)   2.1 / 2.2 eV
Gap between HOMO and LUMO (alpha / beta)   4.37 / 4.48 eV
HOMO (alpha / beta)   -2.26 / -2.27 eV

Atomic partial charges in e from the Löwdin method, atoms 1 to 4: atom 1 (Ti): 0.651, atom 2 (O): 0.007, atom 3 (C): -0.533, atom 4 (N): -0.100

Record 5
ORCA calculation (ωB97M-V/def2-TZVPD) on C15H23BMgN6Si as an isolated structure.

Element x y z (Å)
H  -0.22284  2.87194  1.02540
N  0.07313  1.56538  -0.62508
B  0.66299  0.61147  -2.89051
N  0.59781  1.80371  -1.89956
C  0.92892  3.09961  -2.04134
Mg  -0.95150  -0.78467  -0.14547
H  1.34099  3.45119  -2.97473
C  0.64388  3.74618  -0.84300
H  0.79004  4.78781  -0.62365
C  0.12872  2.74137  0.00374
H  1.05546  0.92087  -3.98435
C  -1.18951  -2.88187  -0.50630
H  -1.33167  -2.82770  0.57575
H  -0.20750  -3.21121  -0.80923
H  -2.03103  -3.19070  -1.11330
N  -0.85942  0.09779  -3.01917
N  1.54654  -0.49332  -2.24381
N  -1.58902  -0.29644  -1.85538
N  1.12671  -1.10679  -1.06817
C  -1.64818  -0.02281  -4.10262
C  2.74819  -0.97254  -2.62013
H  -1.24000  0.15286  -5.14724
H  3.22162  -0.62266  -3.52156
C  -2.92141  -0.40847  -3.68812
C  3.15916  -1.91054  -1.66675
C  -2.84916  -0.56500  -2.24760
C  2.11083  -1.96038  -0.72222
H  -3.79608  -0.60632  -4.30325
H  4.06160  -2.46886  -1.66492
H  -3.62029  -0.94102  -1.57620
H  2.03812  -2.63657  0.11617
H  -1.20787  0.35681  1.23969
C  1.61610  -0.74629  5.38426
Si  -0.02073  0.13136  5.05985
C  -1.53880  -0.76293  5.74000
C  0.05039  1.97600  5.46807
C  -0.35049  -0.04871  3.21110
C  -0.76477  -0.25064  2.05333
H  1.70528  -0.81581  6.48451
H  2.43690  -0.15349  4.93405
H  1.58382  -1.74568  4.90619
H  -1.52634  -0.70294  6.83838
H  -2.44200  -0.28908  5.31781
H  -1.51216  -1.80839  5.38736
H  0.99240  2.39867  5.05747
H  -0.81812  2.48948  5.00189
H  0.01607  2.02693  6.57585

Output
Total charge   0
Lowest unoccupied orbital energy   -0.3 eV
Gap between HOMO and LUMO   5.96 eV
HOMO   -6.25 eV

Atomic partial charges in e from the Löwdin method, atoms 1 to 4: atom 1 (H): 0.098, atom 2 (N): 0.027, atom 3 (B): -0.460, atom 4 (N): -0.028

| no. | F_max (hartree/bohr) |
| --- | --- |
| 1 | 0.055 |
| 2 | 0.065 |
| 3 | 0.146 |
| 4 | 0.044 |
| 5 | 0.091 |